A molecular structure, C30H34N6O6SZr at a distorted geometry, computed with the ωB97M-V functional and the def2-TZVPD basis.

Last column: Mulliken charge in e.
Atoms and positions in Å:
Zr -0.658 -0.304 1.397  0.269
C -3.120 8.515 -1.657  -0.867
O -2.564 7.320 -2.196  -0.402
C -1.270 7.063 -2.009  0.852
C -0.368 7.927 -1.384  -0.325
C 0.936 7.520 -1.177  -0.365
C 1.344 6.231 -1.527  -0.314
C 0.463 5.403 -2.247  -0.164
C -0.817 5.823 -2.498  -0.787
N 2.604 5.862 -1.059  -0.433
N 2.969 4.690 -0.901  -0.383
C 2.290 3.510 -0.741  -0.173
C 2.787 2.369 -1.362  -0.674
C 2.242 1.111 -1.138  -0.849
C 1.172 0.940 -0.286  1.358
O 0.598 -0.276 -0.025  -0.085
C 0.636 2.066 0.369  0.366
N -0.446 1.858 1.200  -0.057
C -0.902 2.879 1.917  -0.059
C -0.325 4.139 1.886  -1.370
C 0.750 4.368 1.050  -0.558
C 1.230 3.350 0.219  0.199
H -4.188 8.448 -1.840  0.234
H -2.723 9.399 -2.157  0.360
H -2.934 8.585 -0.583  0.371
H -0.676 8.913 -1.065  0.453
H 1.652 8.169 -0.691  0.474
H 0.811 4.451 -2.626  0.515
H -1.512 5.219 -3.067  0.478
H 3.610 2.489 -2.053  0.485
H 2.668 0.246 -1.629  0.473
H -1.757 2.691 2.556  0.464
H -0.704 4.922 2.525  0.471
H 1.234 5.334 1.060  0.705
N -2.722 -0.163 2.629  -0.423
C -2.536 -0.083 4.118  -0.470
C -1.441 -1.058 4.594  -0.731
C -0.333 -0.873 3.595  1.028
O 0.079 0.290 3.309  -0.503
O -0.082 -1.784 2.743  -0.361
H -3.378 0.566 2.361  0.265
H -3.192 -1.041 2.412  0.327
H -3.465 -0.291 4.647  0.491
H -2.219 0.931 4.356  0.264
H -1.773 -2.095 4.573  0.325
H -1.132 -0.797 5.605  0.354
O -2.191 0.332 -0.316  -0.432
H -2.577 -0.348 -0.883  0.299
H -2.083 1.112 -0.871  0.303
C 1.921 -3.564 -2.788  -1.285
C 2.253 -4.468 -1.602  0.237
C 1.884 -3.845 -0.255  -0.994
N 0.502 -3.349 -0.250  0.514
C -0.487 -3.585 0.587  0.448
S -1.877 -2.531 0.573  -0.675
N -0.519 -4.627 1.413  0.071
C 0.330 -5.824 1.453  -0.532
O 0.851 -6.094 2.493  -0.478
C 0.379 -6.610 0.213  0.761
C -0.590 -6.493 -0.787  0.159
C -0.533 -7.318 -1.897  -0.855
C 0.490 -8.249 -2.023  -0.383
C 1.460 -8.363 -1.034  -0.677
C 1.399 -7.556 0.087  -0.383
H 2.399 -3.944 -3.689  0.437
H 2.285 -2.548 -2.622  0.163
H 0.847 -3.525 -2.982  0.340
H 3.326 -4.666 -1.584  0.454
H 1.743 -5.424 -1.721  -0.207
H 2.524 -2.979 -0.062  0.456
H 2.028 -4.560 0.548  0.399
H 0.358 -2.582 -0.885  0.195
H -1.173 -4.567 2.180  0.244
H -1.407 -5.791 -0.685  0.443
H -1.295 -7.245 -2.662  0.426
H 0.525 -8.895 -2.890  0.426
H 2.254 -9.089 -1.133  0.430
H 2.135 -7.641 0.875  0.466

Results
orbital gap	6.164	eV
DFT total energy	-64993.3296	eV
total charge	+2
lowest unoccupied orbital energy	-0.221	Eh


A molecular structure, C30H35AsFeN8O5S3 at a distorted geometry, computed with the ωB97M-V functional and the def2-TZVPD basis.

Last column: Mulliken charge in e.
Atoms and positions in Å:
Fe -0.648 0.805 0.182  0.878
O 3.661 1.528 3.724  -0.652
C 2.536 1.564 4.455  0.642
C 2.700 1.590 5.840  -0.718
C 1.606 1.620 6.674  -0.324
C 0.303 1.607 6.157  -0.786
C 0.125 1.568 4.801  -0.785
C 1.226 1.554 3.918  0.464
C 0.933 1.485 2.496  0.510
O -0.230 1.356 2.089  -0.812
N 2.029 1.541 1.623  -0.644
N 1.684 1.415 0.386  0.523
C 2.707 1.431 -0.477  -0.288
S 4.352 1.634 0.012  -0.037
C 5.010 1.157 -1.609  -0.546
C 4.049 1.663 -2.660  -0.707
S 2.375 1.222 -2.130  0.282
H 3.422 1.562 2.783  0.631
H 3.709 1.588 6.230  0.453
H 1.758 1.653 7.746  0.395
H -0.551 1.630 6.819  0.437
H -0.866 1.544 4.371  0.418
H 5.095 0.071 -1.634  0.305
H 6.000 1.598 -1.711  0.431
H 4.220 1.202 -3.631  0.442
H 4.085 2.747 -2.762  0.341
N -6.299 -0.167 -5.564  -0.523
C -5.030 -0.037 -5.034  0.954
C -4.250 -1.170 -4.768  -0.646
C -3.000 -1.042 -4.192  -0.899
C -2.514 0.218 -3.849  0.078
C -3.279 1.352 -4.108  -0.615
C -4.520 1.223 -4.701  -0.805
S -0.936 0.310 -3.070  1.388
O -0.737 -1.012 -2.492  -0.682
O 0.047 0.753 -4.021  -0.738
N -1.030 1.287 -1.783  0.077
C -1.122 2.631 -1.646  0.642
N -0.986 2.920 -0.329  -0.249
C -1.084 4.197 0.021  -0.065
C -1.298 5.197 -0.911  -0.893
C -1.403 4.793 -2.231  -0.238
N -1.325 3.517 -2.618  -0.589
H -6.521 -1.024 -6.037  0.227
H -6.723 0.653 -5.960  0.221
H -4.628 -2.153 -5.033  0.325
H -2.383 -1.915 -4.015  0.478
H -2.892 2.329 -3.853  0.520
H -5.104 2.109 -4.928  0.317
H -0.991 4.417 1.080  0.482
H -1.386 6.234 -0.621  0.401
H -1.553 5.515 -3.027  0.476
N -3.433 -1.255 -1.140  -0.101
C -3.546 -0.312 -0.186  0.666
N -4.760 0.235 0.031  -0.457
O -2.563 0.041 0.498  -0.513
H -4.167 -1.404 -1.810  0.231
H -2.487 -1.462 -1.433  -0.267
H -5.595 -0.103 -0.411  0.171
H -4.846 0.869 0.804  0.234
C -0.696 -3.018 0.230  -1.356
As 0.491 -1.491 0.368  1.109
C 1.946 -2.176 -0.713  -1.266
C 1.189 -1.796 2.191  -0.498
C 2.009 -3.039 2.355  0.018
C 1.426 -4.242 2.744  -0.135
C 2.202 -5.377 2.943  -0.795
C 3.575 -5.328 2.739  -0.457
C 4.167 -4.133 2.349  -0.716
C 3.389 -2.999 2.161  -0.162
H -0.194 -3.908 0.605  0.556
H -0.937 -3.155 -0.825  0.265
H -1.610 -2.838 0.794  0.308
H 2.141 -3.205 -0.421  0.528
H 2.854 -1.587 -0.580  0.166
H 1.633 -2.134 -1.756  0.413
H 0.309 -1.799 2.835  0.654
H 1.787 -0.925 2.455  -0.111
H 0.356 -4.282 2.922  0.453
H 1.737 -6.298 3.271  0.395
H 4.181 -6.212 2.893  0.394
H 5.240 -4.082 2.201  0.404
H 3.862 -2.060 1.886  0.370

Results
orbital gap (alpha / beta)	7.526 / 5.235	eV
multiplicity	2
DFT total energy	-181564.0260	eV
⟨S²⟩	0.840
total charge	+1
lowest unoccupied orbital energy (alpha / beta)	-0.103 / -0.187	Eh


4 unconnected molecules or ions with the total composition C30H35BBr2F3N4O13 at a distorted geometry, computed with the ωB97M-V functional and the def2-TZVPD basis.

Last column: Mulliken charge in e.
Atoms and positions in Å:
C -0.589 -3.891 0.533  -0.876
B -0.392 -3.770 2.085  0.392
O -1.454 -3.627 2.926  -0.635
C 1.061 -3.758 2.794  0.995
C 1.640 -5.160 3.023  -0.213
C 1.769 -6.053 1.767  -0.959
C 3.111 -6.761 1.521  0.381
F 3.169 -7.910 2.236  -0.291
Br 3.146 -7.266 -0.373  -0.059
C 4.404 -5.945 1.803  0.578
F 5.416 -6.328 1.054  -0.222
F 4.159 -4.657 1.507  -0.245
Br 5.001 -6.102 3.639  -0.101
N 1.923 -2.815 2.013  0.061
C 1.842 -1.606 2.553  -0.056
N 2.600 -0.542 2.137  -0.405
N 0.997 -1.577 3.587  -0.238
C 0.999 -2.965 4.141  -0.441
C 2.241 -3.126 5.039  -1.380
C 2.118 -4.284 6.056  -0.406
C 2.203 -3.844 7.528  -1.100
C 3.613 -4.005 8.097  -0.736
N 4.030 -5.408 8.017  -0.507
H -1.158 -4.798 0.301  0.414
H -1.148 -3.022 0.167  0.295
H 0.339 -3.928 -0.045  0.328
H -2.298 -3.848 2.511  0.342
H 0.931 -5.633 3.712  0.622
H 2.575 -5.088 3.563  -0.778
H 1.054 -6.876 1.851  0.353
H 1.505 -5.514 0.860  0.389
H 1.969 -2.881 1.005  0.383
H 2.239 0.220 1.589  0.208
H 3.592 -0.585 2.297  0.214
H 1.162 -0.804 4.220  0.460
H 0.125 -3.180 4.756  0.605
H 2.362 -2.192 5.597  0.685
H 3.132 -3.284 4.423  0.343
H 1.187 -4.836 5.890  0.413
H 2.933 -4.989 5.881  0.346
H 1.882 -2.807 7.660  0.454
H 1.526 -4.467 8.123  0.309
H 4.316 -3.410 7.502  0.308
H 3.630 -3.618 9.124  0.404
H 3.337 -5.999 8.464  0.184
H 4.891 -5.549 8.532  0.258
C -3.350 -1.575 -2.907  -1.153
C -4.327 -0.965 -3.601  0.389
C -4.907 0.369 -3.172  1.047
O -5.765 0.845 -3.885  -0.615
C -4.410 0.983 -1.954  -0.816
C -3.441 0.367 -1.270  0.127
C -2.842 -0.942 -1.719  1.070
O -1.931 -1.389 -1.030  -0.620
O -2.904 0.843 -0.149  -0.608
O -4.856 -1.451 -4.703  -0.557
H -2.922 -2.519 -3.212  0.463
H -4.836 1.925 -1.647  0.492
H -2.232 0.187 0.116  0.311
H -5.529 -0.807 -5.003  0.372
C -0.388 5.968 -3.059  -1.073
C 0.562 5.292 -2.392  0.229
C 0.255 4.051 -1.582  1.065
O 1.194 3.507 -1.027  -0.666
C -1.113 3.591 -1.511  -0.936
C -2.061 4.267 -2.175  -0.024
C -1.750 5.495 -2.999  1.334
O -2.701 6.007 -3.566  -0.851
O -3.336 3.917 -2.169  -0.448
O 1.836 5.641 -2.379  -0.563
H -0.175 6.857 -3.636  0.543
H -1.335 2.714 -0.919  0.595
H -3.817 4.566 -2.721  0.350
H 2.301 4.983 -1.828  0.359
C -1.370 9.872 -6.589  -0.953
C -1.929 8.733 -6.153  0.449
C -2.611 7.762 -7.094  1.048
O -3.065 6.745 -6.604  -0.584
C -2.679 8.092 -8.503  -1.137
C -2.124 9.233 -8.934  0.347
C -1.422 10.191 -7.999  1.093
O -0.939 11.189 -8.502  -0.623
O -2.130 9.628 -10.197  -0.570
O -1.928 8.361 -4.883  -0.492
H -0.879 10.571 -5.926  0.437
H -3.179 7.400 -9.165  0.425
H -1.655 10.482 -10.218  0.376
H -2.400 7.502 -4.800  0.289

Results
orbital gap	7.081	eV
DFT total energy	-213164.2138	eV
total charge	+1
lowest unoccupied orbital energy	-0.129	Eh